1.
Here is a cluster of 6 separate species, C18H27F4O16 in total from OMol25. Energies are from ωB97M-V/def2-TZVPD.

```
65
Properties=species:S:1:pos:R:3
O 1.11 -0.15 -0.76
H 1.29 0.50 0.06
C 0.37 -3.75 -0.35
C -0.57 -2.97 -1.22
O -1.84 -3.39 -0.69
C -1.67 -4.19 0.32
O -2.60 -4.79 0.79
O -0.44 -4.36 0.62
F -0.57 -3.45 -2.50
H 1.04 -3.22 -0.16
H 1.01 -4.31 -0.99
H -0.10 -1.98 -1.08
C 0.85 3.37 -0.10
C 2.21 2.89 -0.75
O 2.97 2.67 0.37
C 2.45 3.27 1.37
O 2.90 3.19 2.45
O 1.26 3.73 1.10
F 2.79 3.78 -1.45
H 0.24 2.53 -0.07
H 0.25 4.26 -0.59
H 2.22 1.82 -1.43
C -1.29 1.56 -2.58
C -0.06 1.21 -3.39
O 0.42 2.50 -3.62
C -0.54 3.40 -3.36
O -0.47 4.65 -3.64
O -1.59 2.90 -2.82
F -0.49 0.72 -4.61
H -1.22 1.23 -1.47
H -2.14 0.96 -2.82
H 0.56 0.74 -2.84
C 4.35 -0.75 -0.28
C 4.17 -1.84 -1.27
O 4.74 -3.06 -0.71
C 5.26 -2.64 0.48
O 5.82 -3.41 1.31
O 5.14 -1.28 0.76
F 4.74 -1.52 -2.46
H 3.28 -0.46 0.10
H 4.75 0.15 -0.53
H 3.08 -2.05 -1.46
C 1.72 0.44 3.72
O 0.27 0.03 3.80
C -0.43 0.55 2.71
C -2.04 0.64 2.99
O -2.77 0.58 1.98
C -3.24 -0.69 1.56
C -3.98 -0.52 0.27
O -5.29 -0.08 0.53
C -6.16 0.05 -0.53
H 1.75 1.64 3.76
H 2.00 -0.14 2.81
H 2.18 0.05 4.57
H -0.27 -0.09 1.93
H -0.24 1.63 2.57
H -2.35 1.53 3.52
H -2.28 -0.09 3.91
H -3.75 -1.14 2.37
H -2.26 -1.32 1.21
H -4.16 -1.55 -0.25
H -3.55 0.09 -0.52
H -5.72 0.70 -1.29
H -7.11 0.14 -0.22
H -6.06 -0.92 -1.11
```

Values from the calculation:
HOMO = -0.223 hartree
largest force on an atom = 14.01 eV/A
total charge = -1

***

2.
Here is a cluster of 2 separate species, C4H7NO2 in total from OMol25. Energies are from ωB97M-V/def2-TZVPD.

```
14
Properties=species:S:1:pos:R:3
O 2.22 0.12 0.84
C 0.85 0.14 0.99
C 0.06 1.24 0.39
N -1.07 0.69 0.01
C -1.15 -0.70 0.06
C 0.12 -1.14 0.51
O 0.68 -2.23 0.59
H 2.42 -0.83 0.77
H 0.55 0.19 2.07
H 0.20 2.31 0.36
H -0.28 0.32 -3.13
H -1.86 1.29 -0.15
H -0.80 -0.16 -2.88
H -1.95 -1.23 -0.42
```

Values from the calculation:
HOMO (alpha / beta) = -0.290 / -0.290 hartree
largest force on an atom = 0.60 eV/A

***

3.
Here is a structure of composition C27H32AuN6O3PS3Se from OMol25. Energies are from ωB97M-V/def2-TZVPD.

```
74
Properties=species:S:1:pos:R:3
Au -0.38 1.68 -0.99
Se 3.17 -1.08 5.19
N 3.76 -0.26 3.73
C 2.72 0.08 3.03
C 2.79 0.77 1.75
C 4.00 1.13 1.15
C 3.98 1.79 -0.05
C 2.75 2.08 -0.64
N 1.61 1.73 -0.09
C 1.61 1.08 1.09
C 0.31 0.72 1.66
N -0.78 1.01 0.93
C -1.99 0.76 1.42
C -2.17 0.22 2.69
C -1.06 -0.13 3.43
C 0.20 0.12 2.91
C 1.43 -0.24 3.61
N 1.45 -0.86 4.75
H 4.93 0.88 1.65
H 4.89 2.09 -0.55
H 2.69 2.62 -1.58
H -2.83 0.99 0.78
H -3.17 0.03 3.05
H -1.15 -0.59 4.40
O 1.29 4.42 -2.41
S 0.69 3.47 -3.35
N -0.05 2.28 -2.87
C -1.29 5.24 0.15
N -2.12 4.06 0.01
C -3.17 4.03 1.01
C -2.68 3.94 -1.33
C -3.15 2.54 -1.63
C -4.49 2.29 -1.94
C -4.93 1.00 -2.21
C -4.04 -0.06 -2.17
C -2.70 0.17 -1.87
C -2.29 1.46 -1.59
H -0.88 5.28 1.16
H -1.85 6.17 -0.02
H -0.46 5.20 -0.56
H -2.73 3.98 2.01
H -3.80 3.15 0.87
H -3.82 4.92 0.96
H -1.89 4.21 -2.04
H -3.50 4.66 -1.49
H -5.18 3.12 -1.97
H -5.97 0.83 -2.45
H -4.37 -1.07 -2.37
H -2.00 -0.66 -1.81
C 3.64 -2.71 0.12
C 2.75 -2.95 1.32
C 2.67 -4.41 1.73
O 1.42 -2.39 1.18
P 0.42 -2.47 -0.09
S -1.40 -2.37 0.63
S 0.93 -1.13 -1.47
O 0.79 -3.96 -0.59
C 0.39 -4.60 -1.83
C -0.96 -4.17 -2.35
C 1.50 -4.42 -2.86
H 4.66 -3.03 0.36
H 3.65 -1.66 -0.16
H 3.30 -3.28 -0.75
H 3.16 -2.39 2.17
H 2.33 -5.04 0.91
H 1.98 -4.53 2.57
H 3.66 -4.75 2.05
H 0.34 -5.65 -1.55
H -0.95 -3.12 -2.66
H -1.73 -4.30 -1.59
H -1.21 -4.78 -3.22
H 1.59 -3.37 -3.13
H 1.26 -5.00 -3.75
H 2.45 -4.77 -2.46
```

Values from the calculation:
HOMO = -0.261 hartree
largest force on an atom = 0.23 eV/A

***

4.
Here is a cluster of 7 separate species, C32H58ClN10O2 in total from OMol25. Energies are from ωB97M-V/def2-TZVPD.

```
103
Properties=species:S:1:pos:R:3
C 9.25 -1.12 0.65
C 8.23 -0.25 -0.06
N 6.88 -0.53 0.45
C 6.22 0.08 1.47
C 4.98 -0.45 1.55
N 4.83 -1.28 0.47
C 6.01 -1.32 -0.18
C 3.62 -2.02 0.09
H 9.22 -0.98 1.73
H 10.26 -0.87 0.31
H 9.07 -2.16 0.39
H 8.27 -0.44 -1.14
H 8.44 0.82 0.03
H 6.75 0.74 2.14
H 4.18 -0.29 2.26
H 6.11 -1.74 -1.17
H 3.67 -2.37 -0.93
H 2.78 -1.32 0.11
H 3.49 -2.87 0.75
C -3.02 -2.05 -3.62
C -2.56 -2.57 -2.27
N -3.66 -2.48 -1.31
C -4.78 -3.30 -1.37
C -5.67 -2.79 -0.47
N -5.18 -1.58 -0.04
C -3.98 -1.40 -0.61
C -5.76 -0.69 0.95
H -3.38 -1.03 -3.46
H -3.82 -2.65 -4.04
H -2.22 -2.11 -4.35
H -1.69 -2.07 -1.83
H -2.33 -3.62 -2.48
H -4.83 -4.22 -1.92
H -6.68 -3.10 -0.23
H -3.40 -0.49 -0.67
H -5.90 0.33 0.58
H -5.17 -0.61 1.86
H -6.75 -1.08 1.18
C -2.54 1.01 -5.26
C -2.05 2.29 -4.58
N -0.62 2.11 -4.27
C 0.42 2.17 -5.14
C 1.58 1.96 -4.49
N 1.24 1.68 -3.18
C -0.10 1.83 -3.06
C 2.10 1.33 -2.09
H -2.11 0.92 -6.25
H -3.61 1.09 -5.43
H -2.26 0.18 -4.62
H -2.55 2.56 -3.65
H -2.07 3.16 -5.24
H 0.30 2.51 -6.15
H 2.62 2.00 -4.76
H -0.64 1.80 -2.13
H 2.45 0.29 -2.09
H 1.61 1.43 -1.12
H 2.97 1.99 -2.13
C -2.44 -5.39 0.90
C -1.51 -5.76 2.06
N -1.00 -4.55 2.75
C -0.58 -3.38 2.17
C -0.27 -2.52 3.17
N -0.42 -3.21 4.35
C -0.74 -4.47 4.06
C -0.36 -2.68 5.71
H -3.32 -4.83 1.21
H -2.75 -6.37 0.52
H -1.89 -4.90 0.11
H -0.64 -6.27 1.65
H -1.94 -6.36 2.86
H -0.65 -3.24 1.11
H 0.07 -1.50 3.16
H -0.94 -5.18 4.85
H -0.77 -3.40 6.42
H -1.08 -1.85 5.74
H 0.63 -2.36 6.02
C -0.99 7.15 2.34
C -0.59 5.97 3.24
N -0.07 4.85 2.46
C -0.78 4.14 1.51
C 0.02 3.16 1.03
N 1.24 3.30 1.64
C 1.16 4.34 2.47
C 2.42 2.46 1.39
H -2.00 7.03 1.94
H -0.37 7.30 1.46
H -1.05 8.06 2.93
H -1.39 5.61 3.87
H 0.20 6.38 3.87
H -1.83 4.31 1.31
H -0.35 2.25 0.59
H 1.98 4.62 3.12
H 2.14 1.43 1.58
H 3.23 2.81 2.02
H 2.69 2.60 0.34
C -2.78 2.09 -0.67
C -4.01 2.05 -1.57
O -4.58 3.11 -1.88
O -4.43 0.88 -1.82
H -2.33 1.14 -0.41
H -3.07 2.58 0.26
H -2.04 2.72 -1.18
Cl -0.02 -0.52 0.14
```

Values from the calculation:
HOMO = -0.480 hartree
largest force on an atom = 2.11 eV/A
total charge = +3

***

5.
Here is a structure of composition C2H8N3S2 from OMol25. Energies are from ωB97M-V/def2-TZVPD.

```
15
Properties=species:S:1:pos:R:3
C -0.87 -1.33 -0.93
C 0.92 -0.01 0.53
N -0.08 0.85 -0.25
N 1.39 0.56 1.71
N -0.50 0.05 -1.36
S 0.24 -1.73 0.52
S 2.17 -0.25 -0.80
H -1.79 -1.32 -0.36
H -0.92 -2.04 -1.70
H -0.89 0.98 0.29
H 0.88 0.20 2.54
H 2.38 0.59 1.79
H 0.71 -0.18 -1.79
H -1.19 0.47 -2.04
H 2.56 1.04 -1.06
```

Values from the calculation:
HOMO = -0.500 hartree
largest force on an atom = 3.43 eV/A
total charge = +1

***

6.
Here is a structure of composition C37H46F4N6OSi2Sr from OMol25. Energies are from ωB97M-V/def2-TZVPD.

```
97
Properties=species:S:1:pos:R:3
Sr -0.28 0.17 0.53
C 1.73 -2.36 -3.60
N 1.45 -1.13 -2.88
C 1.16 -0.08 -3.86
C 2.58 -0.74 -2.04
C 2.71 -1.58 -0.77
N 2.10 -0.89 0.37
C 2.19 -1.47 1.57
C 1.76 -0.72 2.71
F 1.30 0.55 2.46
C 1.74 -1.19 4.00
F 1.28 -0.38 4.96
C 2.17 -2.47 4.31
C 2.62 -3.22 3.24
F 3.04 -4.48 3.47
C 2.65 -2.77 1.94
F 3.07 -3.65 0.99
H 0.88 -2.63 -4.23
H 1.92 -3.19 -2.91
H 2.62 -2.26 -4.25
H 2.00 0.07 -4.55
H 0.96 0.86 -3.35
H 0.27 -0.35 -4.44
H 3.51 -0.79 -2.63
H 2.44 0.29 -1.74
H 3.77 -1.79 -0.59
H 2.24 -2.56 -0.95
H 2.14 -2.85 5.32
C -4.13 -0.56 -1.99
C -4.09 0.42 -3.01
C -3.07 1.32 -3.05
C -2.02 1.27 -2.08
N -2.08 0.31 -1.09
C -3.12 -0.54 -1.06
C -0.89 2.13 -2.10
C -0.78 3.25 -2.97
C 0.35 4.02 -2.97
C 1.41 3.71 -2.08
C 1.24 2.65 -1.24
N 0.15 1.86 -1.21
H -4.94 -1.28 -1.91
H -4.88 0.47 -3.75
H -3.05 2.07 -3.83
H -3.13 -1.25 -0.22
H -1.60 3.51 -3.63
H 0.42 4.88 -3.63
H 2.32 4.30 -2.05
H 2.02 2.38 -0.53
C -4.57 4.13 0.05
Si -4.86 2.77 1.32
C -5.85 1.48 0.38
C -6.07 3.48 2.59
C -3.27 2.16 1.96
C -3.14 0.83 2.45
C -4.25 0.11 3.03
C -4.08 -1.09 3.65
C -2.79 -1.67 3.71
C -1.79 -1.00 3.06
N -1.93 0.18 2.41
Si -2.01 3.44 2.28
C -0.59 2.85 3.39
C -2.79 4.86 3.27
C -1.25 4.29 0.77
H -5.53 4.49 -0.33
H -3.98 3.74 -0.79
H -4.02 4.99 0.47
H -5.38 1.29 -0.59
H -6.87 1.83 0.21
H -5.90 0.52 0.90
H -6.83 4.09 2.09
H -5.56 4.10 3.33
H -6.58 2.68 3.14
H -5.22 0.60 3.05
H -4.92 -1.58 4.12
H -2.60 -2.60 4.22
H -0.79 -1.44 3.04
H -0.68 1.80 3.67
H -0.60 3.44 4.32
H 0.39 2.99 2.92
H -3.17 4.50 4.23
H -3.62 5.33 2.73
H -2.04 5.64 3.46
H -0.18 4.08 0.67
H -1.37 5.38 0.86
H -1.73 3.98 -0.16
O -0.58 -2.15 0.43
N -0.58 -3.16 -0.38
C -0.12 -4.34 0.07
C -0.13 -5.45 -0.74
C -0.62 -5.36 -2.03
C -1.07 -4.13 -2.48
C -1.02 -3.03 -1.64
H 0.24 -4.32 1.09
H 0.24 -6.39 -0.34
H -0.65 -6.23 -2.68
H -1.45 -4.00 -3.48
H -1.32 -2.03 -1.93
```

Values from the calculation:
multiplicity = 2
HOMO (alpha / beta) = -0.093 / -0.128 hartree
largest force on an atom = 1.09 eV/A
total charge = -1

***

7.
Here is a structure of composition C32H44N3P2PtSe from OMol25. Energies are from ωB97M-V/def2-TZVPD.

```
83
Properties=species:S:1:pos:R:3
Pt 0.62 0.16 -1.45
C 4.61 -2.07 -0.60
C 3.62 -1.40 -1.56
C 3.87 0.12 -1.51
P 1.81 -1.82 -1.26
C 1.63 -3.44 -2.16
C 2.86 -4.36 -2.15
C 0.38 -4.24 -1.78
C 1.73 -2.02 0.55
C 2.28 -3.10 1.22
C 2.44 -3.13 2.60
C 3.07 -4.33 3.27
C 2.03 -2.01 3.32
C 1.41 -0.95 2.69
C 1.18 -0.96 1.30
N 0.50 0.09 0.66
C -0.52 0.85 1.20
C -1.25 0.49 2.35
C -2.32 1.25 2.78
C -2.71 2.40 2.10
C -3.88 3.23 2.59
C -2.02 2.74 0.93
C -0.95 1.99 0.48
P 0.02 2.35 -1.01
C 1.21 3.62 -0.43
C 0.49 4.93 -0.06
C 1.99 3.07 0.78
C -1.03 3.12 -2.32
C -0.06 3.79 -3.31
C -1.80 2.01 -3.06
H 5.63 -1.89 -0.95
H 4.51 -1.65 0.40
H 4.47 -3.15 -0.53
H 3.81 -1.73 -2.59
H 3.68 0.50 -0.50
H 4.91 0.33 -1.76
H 3.24 0.66 -2.20
H 1.50 -3.09 -3.18
H 3.04 -4.81 -1.17
H 2.68 -5.18 -2.84
H 3.77 -3.85 -2.48
H 0.34 -4.44 -0.70
H -0.52 -3.72 -2.07
H 0.39 -5.20 -2.30
H 2.63 -3.96 0.64
H 4.07 -4.52 2.87
H 3.16 -4.19 4.35
H 2.47 -5.23 3.09
H 2.21 -1.96 4.39
H 1.11 -0.08 3.26
H -1.00 -0.43 2.86
H -2.88 0.93 3.66
H -3.89 3.28 3.68
H -3.85 4.25 2.19
H -4.82 2.77 2.27
H -2.34 3.61 0.36
H 1.90 3.79 -1.25
H -0.21 4.76 0.76
H 1.23 5.66 0.29
H -0.04 5.36 -0.90
H 1.35 3.02 1.66
H 2.38 2.07 0.58
H 2.84 3.72 1.01
H -1.73 3.84 -1.91
H 0.71 3.09 -3.63
H -0.61 4.11 -4.20
H 0.43 4.68 -2.89
H -1.13 1.20 -3.33
H -2.58 1.57 -2.44
H -2.24 2.39 -3.98
Se -1.75 -2.01 -0.04
N -2.46 -0.50 -0.64
C -3.71 -0.47 -0.22
C -4.64 0.61 -0.45
C -5.90 0.50 0.03
C -6.34 -0.67 0.77
C -5.50 -1.69 1.03
C -4.15 -1.62 0.55
N -3.24 -2.55 0.75
H -4.33 1.49 -1.00
H -6.61 1.31 -0.14
H -7.37 -0.71 1.11
H -5.82 -2.57 1.58
```

Values from the calculation:
HOMO = -0.362 hartree
largest force on an atom = 2.26 eV/A
total charge = +1

***

8.
Here is a cluster of 2 separate species, C3H13N3O in total from OMol25. Energies are from ωB97M-V/def2-TZVPD.

```
20
Properties=species:S:1:pos:R:3
C 1.50 0.46 -0.56
N 1.17 -0.84 0.14
C 0.33 -1.87 -0.60
N -0.46 -2.71 0.30
C 0.20 1.22 -0.70
N -0.17 2.08 0.51
H 2.26 1.11 0.00
H 1.96 0.29 -1.58
H 1.89 -1.17 0.75
H -0.27 -1.29 -1.24
H 1.00 -2.62 -1.27
H -1.44 -2.60 0.27
H -0.27 -2.37 1.22
H -0.72 0.68 -1.08
H 0.28 1.96 -1.55
H 0.37 1.81 1.31
H 0.15 3.07 0.24
H -3.09 1.48 0.92
H -1.88 0.62 1.51
O -2.81 0.68 1.42
```

Values from the calculation:
SMILES = NCCNCN.O
HOMO = -0.327 hartree
largest force on an atom = 2.97 eV/A

***

Please write out number 6 again, unchanged.
Here is a structure of composition C37H46F4N6OSi2Sr from OMol25. Energies are from ωB97M-V/def2-TZVPD.

```
97
Properties=species:S:1:pos:R:3
Sr -0.28 0.17 0.53
C 1.73 -2.36 -3.60
N 1.45 -1.13 -2.88
C 1.16 -0.08 -3.86
C 2.58 -0.74 -2.04
C 2.71 -1.58 -0.77
N 2.10 -0.89 0.37
C 2.19 -1.47 1.57
C 1.76 -0.72 2.71
F 1.30 0.55 2.46
C 1.74 -1.19 4.00
F 1.28 -0.38 4.96
C 2.17 -2.47 4.31
C 2.62 -3.22 3.24
F 3.04 -4.48 3.47
C 2.65 -2.77 1.94
F 3.07 -3.65 0.99
H 0.88 -2.63 -4.23
H 1.92 -3.19 -2.91
H 2.62 -2.26 -4.25
H 2.00 0.07 -4.55
H 0.96 0.86 -3.35
H 0.27 -0.35 -4.44
H 3.51 -0.79 -2.63
H 2.44 0.29 -1.74
H 3.77 -1.79 -0.59
H 2.24 -2.56 -0.95
H 2.14 -2.85 5.32
C -4.13 -0.56 -1.99
C -4.09 0.42 -3.01
C -3.07 1.32 -3.05
C -2.02 1.27 -2.08
N -2.08 0.31 -1.09
C -3.12 -0.54 -1.06
C -0.89 2.13 -2.10
C -0.78 3.25 -2.97
C 0.35 4.02 -2.97
C 1.41 3.71 -2.08
C 1.24 2.65 -1.24
N 0.15 1.86 -1.21
H -4.94 -1.28 -1.91
H -4.88 0.47 -3.75
H -3.05 2.07 -3.83
H -3.13 -1.25 -0.22
H -1.60 3.51 -3.63
H 0.42 4.88 -3.63
H 2.32 4.30 -2.05
H 2.02 2.38 -0.53
C -4.57 4.13 0.05
Si -4.86 2.77 1.32
C -5.85 1.48 0.38
C -6.07 3.48 2.59
C -3.27 2.16 1.96
C -3.14 0.83 2.45
C -4.25 0.11 3.03
C -4.08 -1.09 3.65
C -2.79 -1.67 3.71
C -1.79 -1.00 3.06
N -1.93 0.18 2.41
Si -2.01 3.44 2.28
C -0.59 2.85 3.39
C -2.79 4.86 3.27
C -1.25 4.29 0.77
H -5.53 4.49 -0.33
H -3.98 3.74 -0.79
H -4.02 4.99 0.47
H -5.38 1.29 -0.59
H -6.87 1.83 0.21
H -5.90 0.52 0.90
H -6.83 4.09 2.09
H -5.56 4.10 3.33
H -6.58 2.68 3.14
H -5.22 0.60 3.05
H -4.92 -1.58 4.12
H -2.60 -2.60 4.22
H -0.79 -1.44 3.04
H -0.68 1.80 3.67
H -0.60 3.44 4.32
H 0.39 2.99 2.92
H -3.17 4.50 4.23
H -3.62 5.33 2.73
H -2.04 5.64 3.46
H -0.18 4.08 0.67
H -1.37 5.38 0.86
H -1.73 3.98 -0.16
O -0.58 -2.15 0.43
N -0.58 -3.16 -0.38
C -0.12 -4.34 0.07
C -0.13 -5.45 -0.74
C -0.62 -5.36 -2.03
C -1.07 -4.13 -2.48
C -1.02 -3.03 -1.64
H 0.24 -4.32 1.09
H 0.24 -6.39 -0.34
H -0.65 -6.23 -2.68
H -1.45 -4.00 -3.48
H -1.32 -2.03 -1.93
```

Values from the calculation:
multiplicity = 2
HOMO (alpha / beta) = -0.093 / -0.128 hartree
largest force on an atom = 1.09 eV/A
total charge = -1